ORCA calculation (ωB97M-V/def2-TZVPD) on a 2-piece molecular cluster, C3H7N3 overall in a non-equilibrium geometry.

Geometry (Å):
1 C 1.49764 1.71255 1.52311
2 C 0.75023 1.80253 0.30189
3 C -0.80265 -0.78245 -0.25662
4 N 2.13637 1.67423 2.46593
5 N -0.33509 -1.87786 0.35120
6 N -1.33357 -1.00415 -1.40430
7 H 1.32526 1.97808 -0.72226
8 H 0.42863 0.74983 0.22871
9 H -0.07164 2.58775 0.29175
10 H 0.17109 -1.79937 1.20008
11 H -0.56108 -2.84621 -0.15983
12 H -1.49081 -1.95180 -1.81174
13 H -1.71439 -0.24311 -2.00793

Output
orbital gap = 9.32 eV
ΔE to the lowest compared entry with this formula, charge and spin = 49.7 kcal/mol
E_HOMO = -0.3124 Eh
2S+1 = 1
molar mass = 85.11 g/mol